No. 1
One molecule with the formula C3H3NO at a distorted geometry, computed with the ωB97M-V functional and the def2-TZVPD basis.

XYZ file:
```
8
Properties=species:S:1:pos:R:3:mulliken_charge:R:1
C -1.14551 0.87630 0.53088 -0.27
C -0.09038 0.78377 -1.50790 0.14
C 0.56879 -0.29652 -0.46261 -0.06
N -0.34550 -0.12499 0.61844 -0.32
O -0.37802 0.51864 -2.59228 -0.27
H -2.00065 1.04838 1.14816 0.28
H 0.23009 -1.26415 -0.89856 0.23
H 1.67145 -0.10495 -0.20121 0.27
```

Summary:
E_tot   -245.9597 hartree
Relative energy (zero: lowest compared OMol25 entry of this formula, charge and spin)   3.587 eV
Kohn-Sham gap (alpha / beta)   8.29 / 8.29 eV

***

No. 2
C31H25I2N8OSSeV as an isolated structure at a distorted geometry, computed with the ωB97M-V functional and the def2-TZVPD basis.

XYZ file:
```
70
Properties=species:S:1:pos:R:3:mulliken_charge:R:1
V 0.44965 0.10668 -0.53167 1.21
I -3.04159 1.13518 6.31106 0.02
C -1.55555 1.27156 4.83790 -0.43
C -0.36316 0.56610 5.02483 -0.53
C 0.42649 0.25495 3.91829 -0.55
I 2.10123 -0.77236 4.67876 -0.03
C 0.06761 0.73601 2.62220 0.06
O 0.89729 0.59327 1.62169 0.29
C -1.14574 1.49338 2.52894 0.34
C -1.44998 2.02259 1.14280 -0.96
N -1.69141 1.04223 0.04204 -0.04
C -2.96694 0.32944 0.34541 -0.86
C -3.33390 -0.81238 -0.57935 0.25
C -4.13544 -1.87429 -0.10171 -0.65
C -4.39881 -2.96354 -0.89002 -0.51
C -3.76483 -3.10773 -2.12652 -0.70
C -2.94814 -2.01688 -2.53245 -0.21
N -2.83367 -0.86914 -1.83875 -0.32
C -1.95694 1.73254 3.62836 -0.51
H -0.11216 0.18374 6.03171 0.32
H -0.53233 2.55640 0.88491 0.08
H -2.28099 2.76273 1.20703 0.54
H -1.80901 1.57071 -0.79453 0.17
H -3.79214 1.08271 0.35315 0.53
H -2.86008 -0.09480 1.36676 0.39
H -4.55978 -1.75978 0.89035 0.51
H -5.07639 -3.70430 -0.49695 0.44
H -3.88350 -3.98186 -2.75254 0.44
H -2.33090 -2.12542 -3.42875 0.32
H -2.90997 2.27076 3.49740 0.39
C 4.74223 -0.44962 1.01397 -0.85
C 5.23157 0.83761 0.84979 -0.68
C 4.35883 1.86466 0.38903 -1.13
C 3.07251 1.50485 -0.06558 0.99
N 2.66588 0.18024 -0.04043 0.79
C 3.47192 -0.72270 0.52162 -0.30
C 2.14453 2.54520 -0.61755 0.54
C 2.53371 3.92183 -0.73201 -1.13
C 1.62474 4.80746 -1.30894 -0.70
C 0.40742 4.35649 -1.78956 -1.33
C 0.14040 3.02850 -1.65829 -0.08
N 0.90872 2.16601 -1.01292 1.34
H 5.33489 -1.25050 1.42672 0.48
H 6.28834 1.05407 1.07691 0.40
H 4.72333 2.87127 0.30330 0.43
H 3.15533 -1.77472 0.49885 0.30
H 3.53137 4.24957 -0.47781 0.40
H 1.89912 5.80874 -1.46415 0.49
H -0.27936 5.06702 -2.31487 0.40
H -0.78710 2.64150 -2.07693 0.34
S -0.04040 0.29860 -5.19928 -0.13
C 1.62495 0.58904 -4.69239 -0.37
C 1.81747 0.30372 -3.37518 -0.74
N 0.61036 -0.07781 -2.75063 0.38
C -0.42413 0.00582 -3.57752 -0.59
H 2.43047 0.87267 -5.41266 0.42
H 2.72271 0.34421 -2.68538 0.31
H -1.42265 -0.16394 -3.17385 0.57
Se -2.02531 -3.25265 2.91902 0.24
N -1.27275 -4.58554 1.92757 -0.80
C -0.46461 -4.06887 1.01326 0.60
C 0.31197 -4.81557 0.08947 -0.60
C 0.83839 -4.07088 -0.93559 -1.02
C 0.63226 -2.69784 -1.01619 -0.07
N 0.13052 -1.90946 -0.07091 1.00
C -0.50821 -2.55378 0.95678 0.02
N -1.20995 -1.93926 1.89013 -0.20
H 0.44123 -5.87058 0.27148 0.51
H 1.50409 -4.57052 -1.61862 0.48
H 0.92631 -2.17338 -1.94106 0.28
```

Summary:
Multiplicity   4
E_tot   -6048.4443 hartree
Charge   +1
⟨S²⟩   3.763
Kohn-Sham gap (alpha / beta)   5.06 / 5.11 eV

***

Q: Among the records above, which one has the lowest E_tot?
A: C31H25I2N8OSSeV

***

Q: What is the formula in the first record?
A: C3H3NO

***

Q: Which of these has the lowest E_tot?
A: C31H25I2N8OSSeV